One molecule with the formula C5H10O, computed with ωB97M-V with the def2-TZVPD basis set.

CARTESIAN COORDINATES (ANGSTROEM)
O: -2.43 0.58 0.00
C: -0.36 -1.38 -0.23
C: -1.32 0.75 -0.49
C: 1.18 0.59 0.09
C: -0.14 1.35 0.24
C: 0.91 -0.87 0.46
H: -0.08 2.36 -0.17
H: 1.96 1.03 0.72
H: 1.76 -1.51 0.21
H: 0.77 -0.94 1.55
H: -1.13 0.58 -1.58
H: -1.29 -0.82 -0.02
H: -0.21 -1.50 -1.32
H: 1.56 0.66 -0.94
H: -0.75 -2.29 0.18
H: -0.42 1.41 1.30

Properties
total charge = 0
E = -271.691556 a.u.
ΔE to the lowest compared entry with this formula, charge and spin = 160.31 kJ/mol
SMILES = CCCCC=O


An isolated ion of composition C16H34N3S and charge +1, computed with ωB97M-V with the def2-TZVPD basis set.

CARTESIAN COORDINATES (ANGSTROEM)
S: -0.22 -0.41 -1.66
N: 2.70 -0.51 -2.15
N: 0.93 1.88 -0.97
N: -1.13 1.38 -0.03
C: -2.48 -0.07 4.26
C: -0.13 1.05 -0.84
C: 2.94 -0.83 -3.57
C: 2.98 -3.27 -3.03
C: 2.79 -2.89 -1.56
C: -0.47 2.48 2.10
C: 3.05 0.89 -1.82
C: 2.35 -2.20 -3.91
C: 3.36 -1.51 -1.28
C: -3.92 -0.17 4.79
C: -4.99 -0.37 3.73
C: -4.83 -1.67 2.95
C: 1.86 1.83 -2.08
C: -1.26 2.57 0.79
C: -0.79 1.22 2.91
C: -2.26 1.13 3.35
H: -5.68 -1.82 2.29
H: -3.93 -1.66 2.34
H: 1.72 -2.90 -1.32
H: 2.53 -2.41 -4.96
H: 4.01 -0.82 -3.76
H: 0.91 2.73 -0.43
H: -0.16 1.23 3.80
H: 1.27 -2.18 -3.75
H: 2.25 2.84 -2.23
H: -0.71 3.37 2.69
H: -2.90 1.04 2.48
H: -2.23 -0.99 3.72
H: -0.53 0.33 2.34
H: -2.53 2.04 3.88
H: -5.96 -0.39 4.23
H: 3.91 1.19 -2.42
H: -3.96 -1.00 5.50
H: -4.14 0.75 5.35
H: 1.34 1.53 -2.99
H: -0.94 3.44 0.21
H: -5.01 0.47 3.04
H: -1.83 0.67 0.10
H: 3.18 -1.23 -0.24
H: -4.78 -2.52 3.63
H: -2.32 2.69 1.00
H: 0.60 2.49 1.89
H: 2.47 -0.06 -4.19
H: 2.52 -4.23 -3.23
H: 4.05 -3.35 -3.25
H: 4.43 -1.49 -1.48
H: 1.60 -0.59 -1.99
H: -1.81 0.00 5.12
H: 3.28 -3.62 -0.91
H: 3.32 0.95 -0.77

Properties
total charge = +1
E = -1192.331151 a.u.
ΔE to the lowest compared entry with this formula, charge and spin = 5.99 kJ/mol
SMILES = CCCCCCCCNC(=S)NCC[NH+]1CCCCC1


C4H9N3 as an isolated structure, computed with ωB97M-V with the def2-TZVPD basis set.

CARTESIAN COORDINATES (ANGSTROEM)
N: 0.66 -1.44 -0.24
N: 0.93 0.66 -0.60
N: 1.44 1.83 -0.06
C: 1.57 -0.50 -0.35
C: -1.62 -0.86 -0.94
C: -0.44 -0.62 -0.05
C: -0.74 -0.09 1.33
H: 1.42 2.59 -0.73
H: 2.36 1.75 0.37
H: -1.47 -0.75 1.81
H: -1.32 -0.83 -1.99
H: 2.65 -0.60 -0.27
H: 0.16 -0.05 1.95
H: -2.01 -1.86 -0.74
H: -1.18 0.91 1.28
H: -2.42 -0.14 -0.76

Properties
total charge = 0
E = -321.979156 a.u.
ΔE to the lowest compared entry with this formula, charge and spin = 291.95 kJ/mol


One molecule with the formula CHClN2O2S, computed with ωB97M-V with the def2-TZVPD basis set.

CARTESIAN COORDINATES (ANGSTROEM)
Cl: -2.21 -1.22 -0.69
S: 0.35 -0.18 0.67
O: 0.86 -1.52 0.75
O: 0.37 0.62 1.82
N: -1.04 -0.02 -0.17
N: 2.02 0.96 -1.51
C: 1.30 0.56 -0.70
H: -1.65 0.79 -0.16

Properties
total charge = 0
E = -1156.954321 a.u.
ΔE to the lowest compared entry with this formula, charge and spin = 159.47 kJ/mol
SMILES = N#CS(=O)(=O)NCl